1.
A 2-piece molecular cluster, C2H5F2N overall. Source: the OMol25 dataset; level of theory: the ωB97M-V functional and the def2-TZVPD basis.

Properties
Relative energy (zero: lowest compared OMol25 entry of this formula, charge and spin): 490.7 kJ/mol
HOMO-LUMO gap (alpha / beta): 8.5 / 10.4 eV

Each line ends with the Löwdin charge.
Cartesian coordinates (Å):
C 1.5095 0.3854 0.0824  -0.237
C -1.6420 -0.5494 -0.5054  -0.184
N 0.5948 -0.6044 0.6805  -0.052
F -1.6315 0.8396 -0.5095  -0.012
F -2.5953 -1.0071 0.2371  0.107
H 2.0988 0.7052 0.9008  0.033
H 2.0874 0.0357 -0.8506  0.079
H 0.6961 1.3084 -0.2199  0.124
H -1.3864 -1.0489 -1.3588  0.090
H 0.2688 -0.0646 1.5434  0.053

2.
A 2-piece molecular cluster, C2H2N2O3 overall. Source: the OMol25 dataset; level of theory: the ωB97M-V functional and the def2-TZVPD basis.

Properties
Relative energy (zero: lowest compared OMol25 entry of this formula, charge and spin): 202.3 kJ/mol
Expectation value of S²: 2.01
Multiplicity: 3
HOMO-LUMO gap (alpha / beta): 7.9 / 10.2 eV

Each line ends with the Löwdin spin population.
Cartesian coordinates (Å):
C -0.6035 -1.1233 -0.0105  0.096
C -1.0524 0.1009 -0.5300  0.502
N -0.4725 -2.0977 0.5492  0.194
N 1.4426 0.2514 -0.0840  0.439
O 2.2940 -0.2864 -0.6903  0.290
O 1.2721 0.8320 0.9469  0.250
O -1.1104 1.1348 0.3024  0.206
H -1.1248 0.1971 -1.6544  0.021
H -0.6451 0.9912 1.1707  0.001

3.
A 2-piece molecular cluster, C4H11NO2 overall. Source: the OMol25 dataset; level of theory: the ωB97M-V functional and the def2-TZVPD basis.

Properties
Relative energy (zero: lowest compared OMol25 entry of this formula, charge and spin): 228.0 kJ/mol
HOMO-LUMO gap: 9.3 eV

Each line ends with the Löwdin charge.
Cartesian coordinates (Å):
C 0.9701 -0.4805 0.4739  -0.129
N 1.2799 0.7368 -0.2547  -0.090
C 0.4743 1.2848 -1.3256  -0.357
C -0.1407 0.3461 -2.3411  -0.061
C -0.7695 1.9435 -0.6396  -0.246
O -1.3371 1.5535 0.3303  0.075
H 1.8361 -1.1399 0.5306  0.074
H 0.8532 -0.2028 1.5357  0.076
H 0.0657 -1.0383 0.2636  0.077
H 2.2490 0.7517 -0.4909  0.095
H 0.9657 2.1690 -1.7200  0.133
H 0.1000 -0.6910 -2.1097  0.074
H -1.2421 0.3014 -2.3304  0.080
H -0.0005 0.4030 -3.4270  0.075
H -1.1278 2.8115 -1.2485  0.123
O -0.3862 -3.7699 3.0554  -0.059
H -0.1562 -3.9568 3.9723  0.032
H -1.2904 -4.0933 3.0459  0.028

4.
A 2-piece molecular cluster, C6H15O2 overall. Source: the OMol25 dataset; level of theory: the ωB97M-V functional and the def2-TZVPD basis.

Properties
Relative energy (zero: lowest compared OMol25 entry of this formula, charge and spin): 103.4 kJ/mol
Expectation value of S²: 0.75
Multiplicity: 2
HOMO-LUMO gap (alpha / beta): 11.0 / 8.5 eV

Each line ends with the Löwdin spin population.
Cartesian coordinates (Å):
C -2.2700 -1.0978 0.0345  0.082
O -1.5655 -2.0366 0.7077  0.773
C -1.7213 0.3357 0.4865  0.090
C -0.1980 0.6163 0.3183  0.002
C 0.8487 -0.5484 0.1348  0.014
C 0.8780 -1.0382 -1.2800  0.001
C 2.2198 -0.1780 0.7356  0.002
H -3.3318 -1.1541 0.3091  0.011
H -2.0031 -1.3088 -0.9969  0.010
H -2.2930 1.0458 -0.1813  0.007
H -2.0986 0.4542 1.5002  0.000
H 0.2310 1.2511 1.0760  0.002
H -0.2611 1.1938 -0.6144  0.001
H 0.4090 -1.3122 0.8046  0.004
H 1.7226 -1.6170 -1.6331  0.000
H 0.6876 -0.3407 -2.1001  0.001
H 0.0012 -1.7051 -1.2417  0.000
H 2.8337 -1.0965 0.6347  0.000
H 2.3252 0.2128 1.7356  0.000
H 2.6299 0.5497 0.0425  0.001
H 1.5334 3.4458 -0.0090  0.000
H 1.1531 2.1760 -0.6695  0.000
O 1.1685 3.1305 -0.8481  0.000

5.
A 13-piece molecular cluster, C26H68BN4O20 overall. Source: the OMol25 dataset; level of theory: the ωB97M-V functional and the def2-TZVPD basis.

Properties
Total charge: -1
HOMO-LUMO gap: 9.5 eV

Each line ends with the Löwdin charge.
Cartesian coordinates (Å):
O 1.3801 2.1024 1.8885  0.153
C 1.1328 1.5679 0.8509  -0.393
O 0.6280 0.3531 0.7030  0.214
B 0.2289 0.1546 -0.7069  -0.913
O 0.7081 1.3298 -1.4176  0.216
C 1.3243 2.1483 -0.5628  -0.380
O 1.9627 3.1152 -0.8401  0.160
O -1.2472 -0.0212 -0.7908  0.231
C -1.5120 -1.2773 -1.0226  -0.377
O -2.5826 -1.8267 -0.9471  0.126
C -0.1713 -2.0270 -1.1922  -0.365
O 0.7801 -1.1253 -1.1957  0.228
O -0.0585 -3.1998 -1.4175  0.139
C 3.6066 2.5790 4.4219  -0.175
O 3.1600 1.2446 4.3055  -0.135
H 4.5447 2.5098 4.9779  0.073
H 3.8867 2.9794 3.4418  0.074
H 2.9195 3.2495 4.9382  0.076
H 2.3109 1.2365 3.8484  0.044
C -0.3182 -4.8407 1.5559  -0.145
O -0.5284 -5.0831 2.9539  -0.122
H 0.3831 -5.5727 1.1423  0.089
H -1.2356 -4.9601 0.9755  0.056
H 0.0871 -3.8451 1.3872  0.054
H -0.3412 -6.0172 3.0719  0.072
C 0.2582 -0.5145 -5.5719  -0.140
O 0.0677 -0.1208 -4.2054  -0.131
H -0.1629 0.2326 -6.2439  0.073
H 1.3262 -0.6496 -5.7754  0.079
H -0.1903 -1.4952 -5.7102  0.080
H 0.7519 0.5284 -4.0084  0.072
C -1.7040 2.7361 -3.0233  -0.139
O -3.0329 3.2240 -3.1690  -0.121
H -1.6741 2.2433 -2.0548  0.058
H -1.4586 2.0174 -3.8075  0.072
H -0.9333 3.5154 -2.9903  0.072
H -3.1605 3.6362 -4.0261  0.069
C 2.3580 -3.0983 -3.9643  -0.174
O 2.2919 -3.9581 -2.8574  -0.113
H 2.0514 -3.5332 -4.9221  0.076
H 1.7282 -2.1975 -3.8579  0.059
H 3.3488 -2.6456 -4.0405  0.060
H 1.4443 -3.8299 -2.4139  0.028
C -5.7239 0.3453 -0.1075  -0.684
O -6.7604 1.0001 -0.0669  0.000
N -5.4529 -0.6395 0.8138  0.166
N -4.7491 0.5214 -1.0455  0.175
H -4.7231 -1.3295 0.7405  0.061
H -6.1255 -0.6766 1.5567  0.099
H -4.9039 1.0881 -1.8573  0.102
H -3.8839 0.0144 -0.9652  0.059
C -3.6912 -6.1176 -0.7631  -0.681
O -3.8975 -7.2853 -1.0260  0.014
N -2.5971 -5.4421 -1.2310  0.157
N -4.5496 -5.3588 0.0173  0.152
H -1.8737 -6.0424 -1.5829  0.104
H -2.3583 -4.4949 -0.9884  0.060
H -5.3868 -5.7992 0.3440  0.092
H -4.5302 -4.3673 -0.1526  0.085
C 2.0920 -1.9142 3.0803  -0.038
C 2.8645 -3.1550 2.6738  -0.487
C 3.3242 -3.0749 1.2273  -0.047
O 4.0395 -3.3749 3.4482  -0.048
H 2.0624 -1.6787 4.1473  0.083
H 1.0345 -2.1002 2.8312  0.065
H 2.3315 -0.9927 2.5461  0.068
H 2.2039 -4.0249 2.7734  0.118
H 3.7615 -4.0290 0.9387  0.086
H 4.0755 -2.2881 1.1708  0.071
H 2.4868 -2.8102 0.5797  0.074
H 3.8174 -3.2579 4.3763  0.082
C 2.5376 6.3752 -2.8007  -0.073
C 1.8361 6.9538 -1.5856  -0.474
C 0.5566 6.1729 -1.2479  -0.046
O 2.7399 6.9436 -0.4769  -0.062
H 3.4033 7.0069 -3.0447  0.077
H 1.9386 6.3807 -3.7156  0.078
H 2.9266 5.3645 -2.6624  0.078
H 1.6293 8.0048 -1.7769  0.129
H 0.2919 5.4412 -2.0127  0.056
H -0.2783 6.8583 -1.1012  0.072
H 0.7183 5.5782 -0.3494  0.069
H 3.1629 6.0800 -0.4289  0.083
C -1.6007 3.5279 2.0443  -0.049
C -2.9781 4.0240 1.6799  -0.489
C -3.7384 3.0997 0.7614  -0.046
O -3.8029 4.2339 2.8388  -0.053
H -1.0003 3.3529 1.1495  0.071
H -1.6138 2.5451 2.5355  0.071
H -1.0647 4.1514 2.7638  0.085
H -2.8669 5.0035 1.1876  0.133
H -3.2840 2.9533 -0.2140  0.067
H -4.7564 3.4770 0.6661  0.090
H -3.8338 2.1319 1.2619  0.066
H -3.3411 4.8231 3.4418  0.078
C 4.3507 0.2219 -0.4056  -0.029
C 4.6702 -0.1499 -1.8438  -0.473
C 5.0960 -1.5780 -2.0290  -0.064
O 3.5745 0.1629 -2.7161  -0.050
H 3.6280 -0.4953 -0.0179  0.064
H 3.9688 1.2410 -0.3390  0.077
H 5.2878 0.2355 0.1558  0.092
H 5.4944 0.4709 -2.2072  0.135
H 5.2528 -1.8187 -3.0824  0.072
H 4.4312 -2.3411 -1.6155  0.074
H 6.0816 -1.7646 -1.5810  0.084
H 2.7659 -0.2015 -2.3346  0.057
C -2.1874 -2.3565 4.1455  -0.057
C -2.9904 -1.6004 3.0985  -0.472
C -2.3255 -0.2934 2.7176  -0.047
O -3.1192 -2.4507 1.9596  -0.067
H -2.7487 -3.2420 4.4655  0.081
H -1.9146 -1.8116 5.0529  0.080
H -1.2643 -2.7944 3.7564  0.054
H -3.9860 -1.4159 3.5048  0.132
H -2.3587 0.4262 3.5384  0.087
H -2.8485 0.1650 1.8744  0.061
H -1.2743 -0.4245 2.4421  0.079
H -2.4113 -2.2487 1.3406  0.054

For the records above, the corresponding max |F| values read 4.78, 3.70, 2.58, 2.84, 1.44 eV Å⁻¹.